The following is a quantum chemistry calculation of C30H50InP4Se as an isolated structure in a non-equilibrium geometry, from the Open Molecules 2025 dataset.

XYZ file:
```
86
C30H50InP4Se the ωB97M-V functional and the def2-TZVPD basis
In 0.45 0.56 -0.02
P -2.38 -0.78 -0.02
P 0.47 -2.22 0.36
P -1.19 2.04 -1.96
H 5.56 0.26 -2.75
C 5.25 1.16 -2.19
C 4.22 1.38 -1.37
H 3.54 0.67 -0.89
C -3.05 -1.63 -1.51
C -2.98 -2.03 1.19
C -3.85 0.28 0.23
C 2.24 -2.49 -0.11
C 0.47 -2.97 2.04
C -0.28 -3.63 -0.52
C 0.05 2.74 -3.14
C -2.18 3.57 -1.61
C -2.31 1.33 -3.23
H 6.02 1.96 -2.27
H 4.00 2.39 -0.99
H -4.09 -1.81 -1.24
H -2.56 -2.59 -1.72
H -3.02 -1.02 -2.42
H -3.93 -2.35 0.72
H -3.17 -1.57 2.17
H -2.34 -2.91 1.33
H -4.64 -0.39 -0.13
H -3.84 1.21 -0.35
H -4.02 0.52 1.29
H 2.51 -3.52 0.16
H 2.91 -1.80 0.42
H 2.38 -2.37 -1.19
H 1.00 -3.92 1.93
H -0.55 -3.15 2.40
H 1.02 -2.31 2.72
H 0.34 -4.48 -0.21
H -0.22 -3.51 -1.61
H -1.31 -3.85 -0.21
H -0.45 3.48 -3.78
H 0.48 1.95 -3.77
H 0.86 3.26 -2.58
H -2.42 3.98 -2.59
H -1.57 4.28 -1.05
H -3.12 3.35 -1.08
H -2.35 2.08 -4.03
H -3.33 1.19 -2.83
H -1.91 0.40 -3.65
C 1.48 -1.00 -4.39
C 2.81 -0.75 -4.03
C 3.69 -0.29 -4.99
C 3.32 -0.34 -6.33
C 2.04 -0.75 -6.75
C 1.10 -1.06 -5.76
Se 0.20 -1.14 -3.04
H 1.33 0.20 -1.82
H 3.09 -0.81 -2.98
H 4.63 0.09 -4.60
H 4.10 -0.08 -7.04
H 1.83 -0.78 -7.82
H 0.06 -1.30 -5.99
C -1.10 2.74 1.98
P -0.36 1.15 2.34
C 1.17 1.39 3.34
C 0.97 1.61 4.72
C 2.05 1.50 5.60
C 3.33 1.23 5.10
C 3.57 1.24 3.71
C 2.49 1.38 2.81
C -1.52 0.29 3.44
C -2.88 0.66 3.63
C -3.74 -0.19 4.33
C -3.29 -1.40 4.88
C -1.92 -1.71 4.79
C -1.06 -0.85 4.11
H -0.41 3.36 1.39
H -1.35 3.15 2.96
H -2.02 2.56 1.40
H -0.03 1.95 5.06
H 1.86 1.60 6.68
H 4.17 1.14 5.79
H 4.61 1.12 3.37
H 2.67 1.56 1.72
H -3.27 1.61 3.27
H -4.80 0.07 4.48
H -3.99 -2.14 5.32
H -1.53 -2.63 5.26
H 0.01 -1.08 4.12
```

Values from the calculation:
ΔE to the lowest compared entry with this formula, charge and spin = 125.49 kcal/mol
spin multiplicity = 1
total charge = +3
HOMO (spin up / spin down) = -16.386 / -16.233 eV
frontier orbital gap (spin up / spin down) = 5.0 / 4.9 eV
largest force on an atom = 2.38 eV/A